1.
Here is the molecule C3H6O at a distorted geometry from the OMol25 dataset. Energies are from ωB97M-V/def2-TZVPD.

Values from the calculation:
Total charge: 0
Total energy in eV: -5252.889
Kohn-Sham gap in eV: 9.948
SMILES: C=COC

Cartesian coordinates (Å):
O (-0.29, -0.11, -0.69)
C (-0.98, -1.35, -0.45)
C (0.63, 0.39, 0.22)
C (0.71, 1.79, 0.44)
H (-2.14, -1.22, -0.65)
H (-0.55, -2.04, -1.20)
H (-0.76, -1.68, 0.66)
H (1.69, 2.03, 0.95)
H (0.22, 2.72, 0.07)
H (1.46, -0.51, 0.64)

---

2.
Here is a structure of composition C7H12IrO3 at a distorted geometry from the OMol25 dataset. Energies are from ωB97M-V/def2-TZVPD.

Values from the calculation:
<S²>: 8.756
Total charge: +2
Total energy in eV: -16407.746
Kohn-Sham gap (alpha / beta) in eV: 7.990 / 5.800
Multiplicity: 6

Cartesian coordinates (Å):
Ir (5.51, -1.19, -1.58)
O (2.64, -1.02, 0.48)
O (3.60, -1.01, -1.56)
O (4.83, -1.23, 0.25)
C (-2.14, -0.30, 1.06)
C (-2.53, 1.84, -1.16)
C (1.36, -0.87, -0.14)
C (-1.99, 2.59, -0.18)
C (0.32, -0.88, 0.97)
C (-1.06, -1.00, 0.52)
C (3.71, -1.08, -0.31)
H (-2.02, 0.11, 2.06)
H (-1.25, -1.65, -0.34)
H (-2.12, 0.77, 0.24)
H (-2.62, 3.12, 0.54)
H (-0.94, 2.87, -0.20)
H (0.42, -1.84, 1.54)
H (-3.13, -0.75, 0.89)
H (-1.94, 1.50, -2.00)
H (1.19, -1.69, -0.85)
H (1.33, 0.08, -0.69)
H (-3.62, 1.73, -1.25)
H (0.46, -0.08, 1.70)

---

3.
Here is a structure of composition C20H20CdN4O6 at a distorted geometry from the OMol25 dataset. Energies are from ωB97M-V/def2-TZVPD.

Values from the calculation:
Total charge: 0
Total energy in eV: -43861.910
Kohn-Sham gap (alpha / beta) in eV: 6.405 / 4.778

Cartesian coordinates (Å):
Cd (-1.86, 0.48, -1.51)
O (1.73, -2.81, 6.18)
O (-1.00, 2.77, 5.95)
O (-0.21, 1.45, 7.48)
O (-0.87, 1.37, 0.79)
O (-0.29, -0.80, 0.65)
O (1.69, -3.49, 4.07)
N (1.47, -2.64, 4.96)
N (0.08, -1.55, -1.88)
N (0.51, 1.09, -2.69)
N (-0.43, 1.71, 6.28)
C (-0.46, 0.29, 1.29)
C (-3.27, -0.57, -0.31)
C (1.26, -1.22, -2.41)
C (2.75, 1.79, -4.19)
C (-0.14, 0.13, 2.85)
C (-1.93, 2.89, -1.19)
C (1.81, 2.77, -3.82)
C (0.81, -3.82, -1.54)
C (-0.06, 0.78, 5.24)
C (1.42, 0.15, -2.99)
C (0.49, -1.08, 3.24)
C (-2.61, 1.19, -3.36)
C (0.51, -0.44, 5.61)
C (0.85, -1.36, 4.60)
C (-0.17, -2.81, -1.51)
C (2.09, -3.45, -1.97)
C (0.76, 2.37, -2.98)
C (2.55, 0.47, -3.78)
C (2.32, -2.16, -2.42)
C (-0.39, 1.06, 3.88)
H (0.59, -4.83, -1.22)
H (0.09, 3.08, -2.51)
H (3.31, -1.83, -2.76)
H (-2.91, -1.59, -0.45)
H (-2.74, 2.27, -3.33)
H (0.61, -0.75, 6.65)
H (-0.84, 2.00, 3.63)
H (3.25, -0.34, -4.03)
H (-2.12, 0.73, -4.22)
H (2.92, -4.15, -1.92)
H (1.89, 3.79, -4.14)
H (0.70, -1.84, 2.48)
H (-2.21, 3.52, -2.05)
H (-0.91, 3.06, -0.86)
H (-2.63, 3.04, -0.36)
H (-1.20, -3.02, -1.19)
H (-3.50, 0.64, -3.00)
H (-3.84, -0.14, -1.18)
H (-3.50, -0.23, 0.69)
H (3.65, 2.05, -4.74)

---

4.
Here is a structure of composition C37H56NO3P2RuS3Sb at a distorted geometry from the OMol25 dataset. Energies are from ωB97M-V/def2-TZVPD.

Values from the calculation:
<S²>: 8.779
Total charge: +1
Total energy in eV: -107104.725
Kohn-Sham gap (alpha / beta) in eV: 5.819 / 4.521
Multiplicity: 6

Cartesian coordinates (Å):
Sb (3.76, 0.28, 0.30)
Ru (-1.24, -2.13, 1.37)
S (-0.91, -2.51, -0.80)
S (-0.67, 0.09, 1.38)
S (-3.39, -2.95, 1.84)
P (-0.10, -4.09, 1.79)
P (-2.86, -3.11, -0.27)
O (1.12, 2.76, -1.65)
O (-6.42, 3.31, -0.70)
O (-6.39, 3.84, 1.44)
N (0.34, 4.23, -0.12)
C (1.48, -3.82, 2.77)
C (-3.53, 2.44, -0.41)
C (0.77, 3.89, -1.37)
C (-2.29, 1.79, -0.27)
C (6.37, -0.57, 1.79)
C (-3.98, -1.97, -1.06)
C (-6.18, -0.98, -1.08)
C (-5.72, 0.13, -1.78)
C (-3.56, -0.89, -1.90)
C (-0.85, -5.48, 2.78)
C (-3.87, -5.81, 0.00)
C (-4.43, 0.11, -2.30)
C (4.17, 1.55, -2.43)
C (-2.10, 0.97, 0.90)
C (-4.52, 2.42, 0.56)
C (-5.84, 3.17, 0.35)
C (-4.02, -7.08, -0.54)
C (0.70, -5.11, 0.40)
C (1.72, 6.22, -2.10)
C (-2.63, -5.14, -2.01)
C (2.70, 1.92, 2.81)
C (-3.12, 0.83, 1.84)
C (5.19, -2.59, 0.84)
C (1.16, 7.26, -1.14)
C (0.72, 5.03, -2.38)
C (4.68, 0.30, -1.77)
C (3.21, 2.16, 1.40)
C (-3.49, -7.39, -1.79)
C (-4.31, 1.58, 1.68)
C (-0.11, 5.56, 0.33)
C (5.05, -1.24, 1.52)
C (-2.71, -6.44, -2.48)
C (-5.36, -2.06, -0.79)
C (4.16, -1.00, -2.31)
C (-3.24, -4.81, -0.74)
C (0.92, 6.70, 0.26)
C (4.32, 3.16, 1.21)
H (-2.04, -4.39, -2.60)
H (0.08, -5.24, -0.48)
H (-2.51, -0.89, -2.25)
H (-0.35, 5.40, -2.53)
H (6.90, -0.29, 0.88)
H (-4.34, -5.53, 0.97)
H (1.08, 4.63, -3.32)
H (5.74, -3.33, 1.44)
H (2.00, 1.07, 2.80)
H (-4.38, -7.90, 0.07)
H (-1.51, 1.87, -1.07)
H (2.34, -4.45, 2.41)
H (1.64, -4.61, 0.12)
H (6.24, 0.28, 2.49)
H (-0.93, 5.84, -0.29)
H (3.09, -1.19, -2.19)
H (-7.25, -0.98, -0.82)
H (1.23, -3.96, 3.79)
H (4.82, 1.82, -3.29)
H (-3.69, -8.42, -2.18)
H (-3.96, 0.98, -2.83)
H (4.09, 2.45, -1.78)
H (-2.23, -6.70, -3.43)
H (2.73, 5.90, -1.71)
H (-6.31, 1.05, -1.82)
H (-3.71, 2.97, -1.34)
H (-1.76, -5.87, 2.36)
H (5.72, -2.53, -0.11)
H (0.89, -6.11, 0.80)
H (-6.08, 3.61, 2.34)
H (4.21, -3.04, 0.73)
H (2.08, 2.78, 3.15)
H (3.14, 1.36, -2.82)
H (0.68, 7.45, 1.02)
H (1.89, 6.23, 0.61)
H (-0.58, 5.46, 1.32)
H (5.35, 2.77, 1.29)
H (-5.07, 1.47, 2.51)
H (0.22, 7.64, -1.58)
H (4.22, 4.01, 1.87)
H (-0.16, -6.34, 2.79)
H (1.75, 8.20, -1.06)
H (5.80, 0.33, -1.56)
H (1.90, 6.73, -3.08)
H (6.99, -1.30, 2.39)
H (1.73, -2.78, 2.64)
H (-1.04, -5.11, 3.80)
H (4.35, -0.99, -3.40)
H (4.65, -1.82, -1.85)
H (2.35, 2.47, 0.79)
H (-0.12, 3.43, 0.35)
H (4.25, 3.48, 0.16)
H (-5.75, -2.98, -0.35)
H (4.39, -1.32, 2.38)
H (3.53, 1.75, 3.49)
H (-2.99, 0.12, 2.66)

---

5.
Here is a structure of composition C11H7ClNO4S2TeTi at a distorted geometry from the OMol25 dataset. Energies are from ωB97M-V/def2-TZVPD.

Values from the calculation:
Total charge: -1
Total energy in eV: -85803.997
Kohn-Sham gap in eV: 6.195

Cartesian coordinates (Å):
Te (2.13, 2.40, 0.04)
Ti (-0.85, 1.17, -0.55)
Cl (-5.49, -3.79, 1.41)
S (4.82, 1.44, -1.68)
S (1.29, 1.02, -1.73)
O (-0.70, 3.07, -0.49)
O (-1.84, -0.22, -1.47)
O (-2.55, 1.93, 0.05)
O (-0.54, 0.10, 1.05)
N (-1.44, 2.58, 0.63)
C (6.37, 1.37, 0.33)
C (4.13, 1.79, -0.16)
C (-3.44, -2.01, 1.27)
C (-3.55, -1.83, -1.51)
C (-4.41, -2.65, -0.83)
C (-2.60, -1.03, -0.82)
C (6.39, 1.23, -1.02)
C (-2.54, -1.17, 0.59)
C (-4.36, -2.74, 0.57)
C (-1.53, -0.54, 1.42)
C (5.07, 1.68, 0.83)
H (7.22, 0.97, -1.65)
H (7.24, 1.24, 0.96)
H (-5.14, -3.24, -1.36)
H (-3.58, -1.75, -2.59)
H (-3.39, -2.10, 2.35)
H (-1.59, -0.75, 2.50)
H (4.85, 1.83, 1.88)

---

6.
Here is the molecule C4H5NO at a distorted geometry from the OMol25 dataset. Energies are from ωB97M-V/def2-TZVPD.

Values from the calculation:
Total charge: 0
Total energy in eV: -7763.505
Kohn-Sham gap in eV: 9.344

Cartesian coordinates (Å):
O (-0.42, -0.71, 1.63)
N (1.42, 2.00, 0.81)
C (0.65, 0.08, -0.81)
C (1.05, 1.18, 0.09)
C (-1.16, 0.05, 0.84)
C (-0.81, -0.38, -0.57)
H (0.81, 0.42, -1.84)
H (-0.87, -1.47, -0.68)
H (-0.52, -0.38, 2.53)
H (1.33, -0.75, -0.62)
H (-1.49, 0.10, -1.29)